The following is a quantum chemistry calculation of a 11-piece molecular cluster, C56H50Cl8F4O10 overall in a non-equilibrium geometry, from the OMol25 dataset.

For the HOMO energy, the calculation gives -7.752 eV. The value obtained for the max |F| is 3.813 eV/A. For the HOMO-LUMO gap, the calculation gives 8.028 eV.

The geometry in XYZ format:
```
128
Properties=species:S:1:pos:R:3:forces:R:3
Cl -0.15694 2.10947 4.10597 -0.3 0.4 -0.3
Cl -2.62560 3.20042 4.97233 -0.1 0.3 -0.6
Cl -0.69493 4.89425 3.55433 -0.5 -0.6 -0.2
Cl 1.51167 4.22642 0.56567 0.4 0.1 -0.2
Cl -2.17733 2.76527 2.06982 0.4 0.4 1.1
Cl 3.21263 4.81298 2.79156 0.1 -0.7 0.2
Cl 3.69359 6.17567 0.44411 0.0 0.7 -0.9
Cl 4.30424 3.37996 0.41894 -0.5 0.2 0.4
F -3.46095 5.57336 0.63123 -0.3 0.1 -0.4
F 2.74256 1.60034 3.80136 0.3 -0.7 0.4
F -0.81420 0.98331 -4.77143 -1.0 -0.4 -0.3
F -4.60143 1.28044 -2.03886 0.1 0.4 -1.1
O 3.83041 -2.53178 1.64620 0.4 0.5 0.7
O 2.14383 -1.85515 -9.19352 -0.5 -1.4 -2.2
O 0.62070 -0.35069 2.23419 -0.5 -0.9 0.5
O 6.54825 1.01062 -1.53809 1.1 1.3 0.2
O 2.77768 0.72212 -4.45513 1.2 -0.1 1.3
O -0.10471 -1.93076 4.42613 0.1 -0.3 1.3
O 2.08015 -4.67430 -0.29979 0.4 0.7 0.5
O -4.60091 -0.31065 7.19544 -1.4 0.6 0.2
O 0.63282 1.40342 -2.90015 0.7 0.5 -0.4
O -2.96025 -5.16995 1.84017 -0.2 0.8 -0.1
C 4.13779 0.92557 7.13534 0.1 0.8 -1.3
C 2.28604 -1.22818 -8.04334 -1.0 2.6 0.3
C -4.18352 -1.55280 0.19450 -0.8 0.4 0.8
C -0.55935 0.43199 -1.03729 -0.5 0.6 -0.8
C 6.16449 0.29077 0.70683 -2.3 -2.9 -0.9
C -3.41941 4.01628 -2.68945 1.0 0.1 -0.4
C 3.14495 -1.12280 6.25870 0.8 1.6 0.1
C -2.99234 5.04322 -0.51257 0.1 -0.2 -1.9
C 4.35329 -1.62071 -0.45046 -0.1 -0.2 -0.9
C 3.82565 1.62955 5.95531 -1.1 -1.1 -0.1
C 5.90591 0.17965 -0.67807 0.8 0.8 -0.1
C 3.17105 4.63258 1.02434 0.1 -0.4 0.5
C -3.49056 1.03716 -7.10145 -2.7 -0.3 -0.8
C -4.57131 0.54842 -0.94064 -0.3 -0.3 2.4
C -1.08280 -6.16545 0.72200 -1.6 0.0 0.8
C 1.89491 0.65880 -6.56515 -1.8 0.6 -2.2
C -1.44164 3.26989 3.64996 0.3 -0.4 0.1
C 2.62790 0.07684 -5.62189 2.4 -1.6 0.8
C -3.84943 4.73461 -1.62050 -0.9 0.8 2.3
C -2.07190 0.74751 -5.25062 -1.5 -1.6 -0.7
C -2.96028 -0.25572 -4.72615 2.1 1.6 0.0
C -1.62838 4.75615 -0.60328 -1.5 0.3 1.4
C 0.88062 -4.83789 0.34948 -1.4 -0.7 0.0
C -4.12075 -0.56405 -5.39669 0.3 0.2 -1.6
C -2.34162 -1.11390 4.40208 -0.9 0.8 0.8
C 0.20696 -3.68018 0.80872 1.2 -1.3 -1.0
C 3.85690 -0.39649 7.24037 -1.1 -2.1 0.3
C 0.63573 0.12196 0.93852 0.7 0.2 2.2
C -0.55009 0.05652 0.27413 0.0 -0.7 -0.1
C -4.40093 0.07536 -6.62646 0.9 0.0 0.6
C 5.49844 -0.75609 1.45316 -0.1 1.8 -0.1
C -2.49237 -1.30894 7.17700 0.5 0.3 -0.8
C -2.08309 3.71445 -2.71600 0.1 -0.5 -0.9
C -2.36272 1.37031 -6.45636 1.8 0.2 1.9
C -4.73387 -1.03459 1.42186 0.9 1.3 -1.9
C -5.04352 0.31055 1.42111 -0.3 1.7 -1.3
C 0.59918 0.92673 -1.63669 -0.3 0.0 0.4
C 3.32494 -1.09759 -5.93201 -0.2 -1.4 -0.4
C 3.13779 0.91353 4.91712 1.0 0.8 2.0
C -4.93582 1.17763 0.27671 0.0 -2.7 0.0
C 1.78227 0.67582 0.43805 0.0 -0.4 -1.3
C 3.11248 -1.78858 -7.13836 0.5 0.6 1.8
C 1.69639 0.02775 -7.77909 -0.2 -0.6 -0.1
C 2.82231 -0.44084 5.08843 0.1 0.2 -0.5
C -3.50447 -0.70123 5.06954 0.5 0.4 1.4
C 0.21922 -6.10453 0.35876 2.2 2.0 -1.1
C 5.08238 -0.75964 -1.23381 -1.0 -0.9 -0.2
C 4.53489 -1.63032 0.88724 1.2 0.3 1.6
C -3.55102 -0.72598 6.48542 1.4 -1.5 -1.4
C -1.72300 -5.06076 1.25474 0.4 0.9 0.5
C -1.24254 -1.58370 5.11131 -0.2 0.0 -0.3
C -4.18937 -0.80519 -1.01619 -0.2 0.5 1.9
C -1.34328 -1.69949 6.51044 0.5 0.2 -0.7
C 1.75908 1.05121 -0.90528 0.5 0.4 1.1
C -1.22146 4.08330 -1.70588 0.5 -2.1 -1.1
C -1.07760 -3.79917 1.27295 -1.0 -0.9 -0.1
H 5.63325 -0.69525 2.52299 -0.1 -0.4 0.2
H -1.74771 3.08224 -3.52485 0.4 0.0 0.0
H -1.52768 0.47639 -1.51351 0.0 -0.1 -0.5
H 3.98008 -1.67454 -5.29616 0.0 0.7 0.8
H -4.32457 -0.23869 4.54051 -0.1 -0.1 -0.1
H -2.31024 -0.88722 3.34660 0.3 -0.4 -0.3
H 4.11546 -0.85213 8.18480 0.0 -0.4 0.0
H 1.42276 1.60287 -6.33659 -0.1 0.1 -0.1
H -4.05531 3.65315 -3.48329 -0.3 0.2 0.1
H 6.75386 1.08766 1.13582 0.1 -0.2 0.0
H 6.16419 1.08058 -2.41514 -0.4 -0.4 0.1
H -3.88797 -1.19332 -1.97791 0.1 -0.2 0.1
H -2.71034 -0.82957 -3.84602 0.3 0.2 0.1
H 1.92427 0.86604 -4.03970 -0.4 0.3 0.4
H -1.63647 -2.90384 1.50199 -0.1 0.0 0.4
H 3.49644 -2.77962 -7.33020 0.4 0.1 0.1
H -0.09226 -1.54673 3.54638 -0.2 0.2 -0.5
H 2.43629 -5.48305 -0.67487 -0.3 -0.2 0.1
H 2.63282 1.56489 -1.27827 0.0 -0.2 -0.5
H -2.50418 -1.37562 8.25488 -0.1 0.0 0.2
H -0.15552 1.25599 -3.42778 -0.3 -0.1 0.6
H 2.85124 -2.15756 6.35565 0.2 0.0 0.1
H -4.63023 -1.44921 -5.04554 -0.6 0.2 0.0
H -3.40711 -6.00011 1.65923 0.3 -0.2 -0.2
H -3.77479 -2.55066 0.25451 -0.1 -0.2 -0.5
H 1.09482 0.17815 2.88006 0.4 0.4 -0.4
H -4.87130 -1.45141 2.40865 0.4 -1.1 -0.4
H 3.65723 -2.33533 -0.86425 -0.1 0.0 -0.3
H -5.26466 2.20567 0.31393 0.2 0.1 -0.1
H -5.24387 -0.20018 -7.24283 -0.1 0.0 0.2
H 0.68261 -2.72597 0.63649 0.0 0.2 0.3
H 1.34926 -1.59905 -9.66752 0.0 0.2 0.0
H -5.42973 0.75583 2.32607 0.0 0.1 0.2
H 4.00649 2.69388 5.98553 -0.1 0.1 -0.7
H 2.69155 0.70684 1.01999 0.0 0.2 0.1
H 0.77024 -6.90103 -0.11912 -0.2 -0.4 0.1
H -0.35673 3.43627 -1.70773 0.9 0.9 0.1
H -0.48907 -1.97494 7.11117 0.2 -0.3 -0.2
H -3.72268 1.62788 -7.97527 -0.2 -0.3 -0.4
H -1.01038 4.83193 0.27919 0.0 0.3 0.0
H 3.38803 -3.14225 1.05188 -0.2 -0.2 -0.1
H 2.36708 -1.01493 4.29497 -0.2 0.2 -0.2
H 4.62523 1.36535 7.99289 0.0 0.5 -0.2
H 0.98210 0.47612 -8.45372 0.1 0.0 -0.5
H -1.66753 2.09508 -6.85363 0.0 0.1 0.0
H 4.92884 -0.87994 -2.29606 0.3 0.5 -0.2
H -4.90958 4.94066 -1.62229 -0.1 0.4 0.6
H -1.73112 -7.02275 0.61657 0.4 -0.6 0.0
H -1.39583 -0.37759 0.78666 -0.3 0.2 -0.1
H -4.49168 -0.70501 8.06386 -0.3 0.2 0.2
```
Positions in Å, forces in eV/Å.

***

The following is a quantum chemistry calculation of an isolated molecule of C9H9N3OS in a non-equilibrium geometry, from the OMol25 dataset.

For the HOMO energy (spin up / spin down), the calculation gives -7.951 / -7.258 eV. The value obtained for the max |F| is 5.390 eV/A. For the HOMO-LUMO gap (spin up / spin down), the calculation gives 8.002 / 6.565 eV. As for the energy above the lowest of the compared OMol25 structures with the same formula, charge and spin: 112.5 kcal/mol.

The geometry in XYZ format:
```
23
Properties=species:S:1:pos:R:3:forces:R:3
S -0.79049 -2.40407 -0.20209 1.6 -0.8 -0.7
O -1.77139 2.21113 -0.88244 -0.9 -0.2 0.0
N 1.01723 2.82061 -0.80507 2.1 -2.2 0.6
N 1.92078 0.61457 -0.28835 1.3 -1.0 -0.4
N -2.60963 1.58045 1.16603 0.7 0.0 -1.2
C 2.31058 -1.44682 0.34407 -3.6 -2.9 0.5
C -1.86928 1.37213 0.02522 0.3 1.6 0.1
C -1.06962 0.23588 0.05700 3.5 -0.6 -1.0
C 3.34860 0.41225 -0.17281 -1.5 5.2 0.0
C 1.15764 1.66035 -0.42650 -2.9 3.0 -1.1
C -2.52680 -2.27893 -0.48404 1.2 0.5 -3.5
C 3.52745 -0.78910 0.30729 3.5 -1.4 0.6
C 1.30227 -0.59765 -0.04742 0.5 -0.9 0.8
C -0.18503 -0.73907 -0.13430 -1.1 0.8 0.9
H 3.94437 1.36068 -0.15173 -0.4 -1.4 -0.3
H -2.47341 0.93525 1.88024 -0.1 -1.0 1.3
H 1.96183 -2.45719 0.69887 1.2 1.0 -0.5
H 4.58063 -1.03474 0.58471 -1.3 -0.6 -0.1
H -2.92270 -1.94718 0.37708 -2.1 1.1 2.7
H -2.88955 -1.78132 -1.41440 0.7 0.5 0.9
H -3.34322 2.22834 1.21256 -0.7 0.9 -0.1
H 0.14802 3.30177 -0.88303 -1.1 0.1 0.2
H -2.76829 -3.25735 -0.76090 -0.6 -1.9 0.4
```
Positions in Å, forces in eV/Å.

***

The following is a quantum chemistry calculation of a 2-piece molecular cluster, N2O4 overall in a non-equilibrium geometry, from the OMol25 dataset.

For the HOMO energy (spin up / spin down), the calculation gives 2.935 / 0.404 eV. The value obtained for the max |F| is 2.466 eV/A. For the HOMO-LUMO gap (spin up / spin down), the calculation gives 4.910 / 7.164 eV. As for the energy above the lowest of the compared OMol25 structures with the same formula, charge and spin: 7.4 kcal/mol. As for the charge: -2. The multiplicity is 3.

The geometry in XYZ format:
```
6
Properties=species:S:1:pos:R:3:forces:R:3
O 2.58115 -1.42427 0.76334 0.4 0.1 0.7
O 1.05230 -0.22867 -0.05620 0.8 0.2 1.1
O -1.38667 1.42314 0.15334 0.9 0.3 2.1
O -2.36202 0.35089 -1.44542 -0.7 -2.0 -0.9
N 1.80725 -0.42413 0.91710 -0.5 -0.6 -1.7
N -1.69201 0.30303 -0.33215 -0.9 1.9 -1.2
```
Positions in Å, forces in eV/Å.

***

| no. | molar mass (g/mol) |
| --- | --- |
| 1 | 1242.62 |
| 2 | 207.26 |
| 3 | 92.01 |